Record 1
Entry from OMol25: a structure of composition C16H25AlBCl2F2KN2O5 at a distorted geometry (ωB97M-V/def2-TZVPD).

XYZ file:
```
55
Properties=species:S:1:pos:R:3:forces:R:3
C -0.33596 4.90366 -2.57250 -0.7300 0.0261 0.7162
C -1.85400 4.90279 -2.63471 1.4745 0.2037 -0.5718
O -2.29005 3.68765 -3.22067 -0.4774 -0.0280 0.9660
C -3.29120 3.19168 -2.40238 -0.6102 -0.4717 -0.8281
O -4.43148 3.25920 -2.78149 -0.0526 0.1955 0.2702
C -2.91415 2.59617 -1.07042 0.2050 0.8296 0.0998
C -2.37449 1.15375 -1.15969 0.1843 -0.4045 -0.6925
C -0.88325 1.06651 -0.86342 -0.2366 0.4425 0.7068
B -0.51507 1.07612 0.67969 0.6350 -1.6772 0.2691
C 0.92745 1.58116 1.10645 -0.3344 0.3884 -1.2124
C 1.75149 0.35486 1.43039 -0.5987 -0.3964 0.2258
O 1.40752 -0.25159 2.40122 1.2930 -0.0643 1.7352
N 2.81498 -0.00893 0.62109 -0.3309 0.7956 0.2924
C 2.63607 -0.17506 -0.79640 0.6470 0.3012 0.1287
C 4.08674 -0.31805 1.20193 0.5344 -0.7813 -0.6759
H 0.01530 4.89234 -3.59645 0.2749 -0.0591 -0.0656
H 0.02695 5.79563 -2.04628 -0.2520 -0.7570 -0.3015
H -0.02480 4.00458 -2.04731 0.2415 -0.0619 -0.0403
H -2.26228 4.99830 -1.59672 0.6266 0.0108 -0.4124
H -2.19594 5.76890 -3.20506 -0.4137 -0.0721 -0.0419
H -2.14384 3.23636 -0.61136 0.1635 -0.2574 0.1328
H -3.80661 2.64788 -0.44026 -0.1522 -0.1988 0.0183
H -2.55246 0.75690 -2.16076 -0.2728 0.1624 -0.1404
H -2.97417 0.54009 -0.49536 0.1698 -0.1262 0.2303
H -0.33892 1.89022 -1.33729 -0.0682 -0.0192 -0.3864
H -0.47685 0.13834 -1.26533 -0.0314 -0.1393 0.1075
H -1.26899 0.69323 1.51791 -0.3968 0.6025 -0.0180
H 1.40494 2.16792 0.31384 0.0322 0.1079 0.0044
H 0.88047 2.18019 2.01341 0.0953 -0.0582 0.1524
H 1.60553 0.02010 -1.06261 -0.0635 0.0439 -0.0642
H 2.87514 -1.19684 -1.08339 -0.1090 -0.1362 -0.0391
H 3.31929 0.48794 -1.34623 -0.1352 0.1001 -0.1711
H 4.87210 0.19490 0.63110 0.0042 0.1177 0.0059
H 4.19471 -0.02022 2.23783 -0.4180 0.0660 0.1419
H 4.31368 -1.38463 1.11302 0.0120 -0.1117 0.2014
Al -3.87570 5.26378 -0.52821 -0.7743 -0.1622 0.3460
Cl 1.07767 7.70612 -2.30709 -0.4316 0.5397 -3.4027
C -0.90491 -5.67033 2.51098 -0.1072 -0.0247 0.1724
C -0.61542 -4.31366 2.46793 0.0898 -0.2861 -0.0534
C 0.44771 -3.83075 1.71106 0.5322 0.5202 0.3003
C 1.20642 -4.74780 0.99809 -0.4523 -0.1460 0.2986
C 0.93774 -6.11103 1.03098 0.0651 -0.2532 -0.1378
C -0.11980 -6.56971 1.79100 -0.0072 0.1081 0.0791
N 2.32160 -4.28303 0.17312 0.0156 -0.1339 0.0501
O 2.57180 -3.09935 0.16483 0.1221 0.1627 0.0277
O 2.94751 -5.11531 -0.46682 0.0432 -0.0381 -0.0666
H -1.74420 -6.03217 3.10713 -0.0438 0.0543 -0.1518
H -1.22503 -3.61496 3.02481 0.0119 0.0801 -0.0584
H 0.63725 -2.73467 1.70248 -0.1485 -0.6534 -0.3284
H 1.54300 -6.80956 0.47170 0.0708 0.1181 -0.0673
H -0.34091 -7.62916 1.82353 -0.0023 -0.0074 -0.0294
F -3.27824 -6.54867 4.29345 -0.5473 0.0236 -0.5860
F -0.20104 -1.41536 1.03171 -0.7438 1.2063 -1.0908
K -2.08619 -6.80065 6.05589 0.5353 -0.0374 0.6107
Cl 0.50290 7.52426 -4.52834 0.8628 0.3563 3.3441
```
Forces are in eV/Å.

Its total charge is 0. The highest occupied orbital energy comes out at -6.894 eV. The value obtained for the energy above the lowest of the compared OMol25 structures with the same formula, charge and spin is 0.000 eV. As for the frontier orbital gap: 2.56 eV. The value obtained for the LUMO energy is -4.33 eV.

=====

Record 2
Entry from OMol25: a structure of composition C16H25AsBrO6S2 at a distorted geometry (ωB97M-V/def2-TZVPD).

XYZ file:
```
51
Properties=species:S:1:pos:R:3:forces:R:3
C 3.61703 -1.13371 1.32068 -0.3676 -0.0107 0.1334
C 2.22067 -1.72733 0.99558 0.3441 0.2116 -0.0383
C 1.20932 -0.68238 0.56861 -0.0418 -0.0543 0.1026
Br 0.59486 0.33591 2.14098 0.0552 0.0492 -0.0347
As -0.44757 -1.33159 -0.49666 -0.3133 0.9045 -0.5793
S -0.27266 -3.56034 0.46426 0.0005 -0.5807 0.5417
C -1.78880 -4.37753 -0.09470 0.2157 -0.0506 -0.2804
C -3.11686 -3.65834 -0.10858 -0.2019 -0.1770 0.0419
O -3.97510 -3.93414 -0.91040 -0.1147 0.0764 -0.2073
O -3.32688 -2.73956 0.85414 0.5131 0.3831 -0.1261
C -4.32309 -1.76826 0.54565 -0.5794 -0.1269 0.2250
C -4.03912 -0.46449 1.28001 0.1182 -0.1767 0.1131
C -3.94042 -0.63771 2.78614 0.1030 -0.1145 -0.1844
O -5.15754 0.40959 0.95454 0.2974 0.1382 0.2086
C -4.82404 1.52928 0.25364 0.1344 -0.4589 -0.2058
O -5.17820 2.60557 0.61435 -0.3434 0.4567 0.0869
C -4.09643 1.26262 -1.05466 0.1868 0.0477 0.0278
S -3.26287 2.73278 -1.71368 0.0155 0.0637 -0.0021
H 3.67569 -0.10750 0.94128 0.1343 -0.1942 0.0597
H 4.42480 -1.72258 0.87302 -0.0786 0.0673 0.1172
H 3.75636 -1.10441 2.40728 0.1394 0.0833 -0.1948
H 1.83916 -2.25746 1.87451 0.0057 -0.1147 -0.3018
H 2.31833 -2.44678 0.16951 -0.1415 0.0830 0.1348
H 1.67080 0.07771 -0.07019 -0.1011 -0.1541 0.0177
H 0.56350 -1.72362 -1.63364 0.0433 -0.0964 0.0600
H -1.67382 -1.85931 -1.37122 0.0756 -0.0205 0.1512
H -1.35773 -0.98375 0.69891 -0.0479 -0.0533 0.1282
H -0.64256 0.13634 -1.08949 0.0744 -0.0431 -0.0251
H -1.91855 -5.28786 0.50317 -0.0196 0.1332 -0.0510
H -1.66557 -4.69455 -1.13609 -0.0947 -0.0554 0.2059
H -4.39286 -1.62203 -0.53546 0.1510 0.0190 0.1124
H -5.31082 -2.11772 0.88373 0.1702 -0.0194 -0.0960
H -3.11222 0.00570 0.94002 -0.0628 -0.2226 -0.0023
H -3.08076 -1.28779 2.99029 -0.1687 0.1149 -0.0114
H -3.76784 0.32602 3.27439 -0.1225 -0.1414 -0.0704
H -4.84657 -1.11122 3.17780 0.0847 0.1305 0.0098
H -4.85011 0.93399 -1.77686 0.0775 -0.0889 0.1487
H -3.35582 0.47006 -0.93544 -0.1537 0.0522 -0.2063
H -2.03695 2.19430 -1.74240 0.0187 -0.0693 0.0154
C 6.58312 3.12563 -2.00564 -0.0151 -0.0209 0.0006
C 5.71183 2.13434 -1.84137 0.0256 0.0152 -0.0081
C 4.38040 2.37433 -1.22593 -0.0403 0.0235 0.0410
O 3.58628 1.47564 -1.07288 0.0294 -0.0188 -0.0731
C 4.06111 3.76227 -0.80117 0.0169 0.0365 0.0023
C 4.93456 4.75186 -0.96689 -0.0194 -0.0146 0.0032
C 6.26303 4.51253 -1.58261 0.0056 0.0019 -0.0007
O 7.06027 5.41472 -1.73592 -0.0047 -0.0032 0.0008
H 7.55908 2.97761 -2.45034 0.0047 0.0215 0.0029
H 5.92013 1.11495 -2.14058 -0.0232 -0.0084 0.0109
H 3.08566 3.90778 -0.35420 -0.0041 -0.0297 0.0020
H 4.72581 5.77046 -0.66548 0.0189 0.0062 -0.0063
```
Forces are in eV/Å.

Its total charge is -1. The highest occupied orbital energy comes out at -4.530 eV. As for the frontier orbital gap: 4.64 eV. The value obtained for the LUMO energy is 0.11 eV.

=====

Record 3
Entry from OMol25: a structure of composition C16H25BrClO4P2Rh at a distorted geometry (ωB97M-V/def2-TZVPD).

XYZ file:
```
50
Properties=species:S:1:pos:R:3:forces:R:3
C 0.07707 -0.35599 -5.36736 -0.2936 0.0553 -0.2806
C 0.29564 -0.25796 -3.91777 2.9653 0.0313 0.9891
H 1.04088 -0.32862 -5.89352 -0.2989 -0.0163 0.2696
H -0.55806 0.48594 -5.67265 0.0517 -0.2435 -0.0823
H -0.45559 -1.29307 -5.57889 0.0322 0.2353 -0.0455
O 1.36067 -0.20747 -3.31494 -3.8026 -0.1399 -1.9352
Cl -1.32406 -0.21868 -2.89745 -0.0140 -0.1399 -1.4020
Rh 0.27730 -0.08820 -1.16360 0.7328 0.3183 2.2530
P 0.19438 2.24285 -1.08005 0.0626 -0.0970 -0.5054
C 1.52793 2.94770 -0.07914 -0.1417 0.1405 0.2639
C 0.34704 3.02144 -2.71437 -0.0123 0.1769 0.0087
H 0.55090 4.09297 -2.59478 -0.1172 -0.1882 -0.1607
H -1.56417 3.78356 -0.43469 -0.0725 -0.2139 -0.0183
H -0.57860 2.88329 -3.28841 0.2024 0.0890 0.1390
H -2.20158 2.19370 -0.99349 0.1346 0.1910 0.1187
H 2.47671 2.85441 -0.62614 -0.2732 0.0998 0.1218
H 1.18010 2.56027 -3.26101 -0.1470 0.1825 0.1599
C -1.42371 2.69559 -0.40515 0.1029 0.2913 0.2176
H 1.31730 4.00442 0.13760 0.1992 -0.2212 -0.0652
H -1.48288 2.33998 0.63242 -0.0682 0.0967 -0.4491
H 1.60859 2.37934 0.85895 0.0370 0.2197 -0.3001
P 0.37070 -2.37014 -0.77992 -0.0292 -0.4044 -0.1206
C 1.63446 -2.84684 0.43194 -0.1504 -0.0931 0.1668
C -1.24486 -2.87317 -0.11867 0.0368 -0.2062 0.0678
H -0.21438 -3.39168 -2.89631 0.2077 -0.0457 0.1513
H 0.98276 -4.38202 -1.99363 -0.1665 0.2446 -0.1620
H 1.50443 -2.90070 -2.84727 -0.1762 -0.1823 0.1955
C 0.68836 -3.35942 -2.27129 0.0663 -0.1631 -0.0030
H -2.03282 -2.36872 -0.69138 0.1137 -0.2142 0.1456
H -1.36804 -3.96281 -0.18638 -0.0212 0.2722 0.0548
H 1.46077 -3.88101 0.76500 0.1462 0.2903 -0.0913
H 1.58703 -2.15484 1.28864 0.0624 -0.3264 -0.3084
H -1.32123 -2.55037 0.92860 0.0008 -0.0955 -0.3577
H 2.62802 -2.76381 -0.02708 -0.2143 -0.0782 0.1302
C 2.07436 -0.02606 -0.76600 4.4690 0.1388 0.9539
O 3.23510 -0.01080 -0.71412 -3.6340 -0.0286 -0.1204
Br -0.24243 3.04884 3.05995 -0.4063 -1.3391 1.1170
C -0.73282 1.44994 3.96628 1.5810 0.2754 -3.4732
C -1.27146 1.51749 5.25896 -0.7735 2.6604 2.2693
C -1.63497 0.33361 5.92306 -0.3898 -2.8702 0.1407
C -1.54375 -0.90194 5.26585 -1.1833 1.0708 3.5161
C -1.04287 -0.96084 3.96667 0.5388 -2.0571 -2.0936
C -0.57502 0.20294 3.34276 0.9740 2.1113 -1.6640
C 0.06194 0.11434 1.96924 -0.1113 -0.1030 -1.3064
O 1.30696 0.10949 1.93517 -1.5234 0.0360 0.4356
O -0.76134 0.03391 0.97935 1.1621 0.0251 1.1913
H -1.36501 2.48852 5.74564 -0.0062 -0.3900 -0.1026
H -1.99285 0.38681 6.95100 0.0764 -0.0687 -0.2795
H -1.84957 -1.82305 5.76613 0.0924 0.4036 -0.0531
H -1.00737 -1.89317 3.40220 -0.0214 0.2694 0.3029
```
Forces are in eV/Å.

Its total charge is +2. The highest occupied orbital energy (alpha / beta) comes out at -11.641 / -14.873 eV. The value obtained for the energy above the lowest of the compared OMol25 structures with the same formula, charge and spin is 1.386 eV. As for the frontier orbital gap (alpha / beta): 5.67 / 4.95 eV. The spin multiplicity is 5. The value obtained for the LUMO energy (alpha / beta) is -5.97 / -9.92 eV.

=====

Record 4
Entry from OMol25: a structure of composition C16H25Cl15F9MgNaO9S3 at a distorted geometry (ωB97M-V/def2-TZVPD).

XYZ file:
```
79
Properties=species:S:1:pos:R:3:forces:R:3
Na -3.32380 -4.97811 -0.83493 0.2770 0.1845 0.2401
Mg 1.78554 -1.63380 3.92249 -0.6390 -0.3832 -0.6523
C 2.69012 -7.86559 2.09452 -1.6750 2.2215 -0.6080
F 3.21181 -7.43567 0.90204 0.0550 -0.5569 1.2258
F 2.37586 -9.13425 1.98605 -0.0313 -0.3797 -0.0205
F 3.53792 -7.69263 3.09112 0.7040 -0.1039 -0.0759
S 1.14533 -6.72262 2.41980 -2.1357 -2.4859 -0.1618
O 0.31299 -7.02958 1.23818 0.8025 0.1498 1.2360
O 0.57188 -7.03952 3.72858 0.6225 -0.6860 -1.0907
O 1.60868 -5.37547 2.43420 1.5688 2.4433 -0.4466
C -0.70541 1.45886 -1.46122 0.7865 0.2688 -0.3830
F -1.88777 1.43787 -0.81349 0.9666 0.0825 -0.3308
F -0.92823 1.49370 -2.78155 -0.4218 -0.7071 0.0588
F -0.06402 2.63116 -1.23927 -0.3266 -0.6803 0.8197
S 0.37950 -0.07107 -1.01419 0.3922 -1.6765 2.5717
O 1.47072 -0.19913 -1.93559 -0.0978 1.0591 -0.6937
O 0.85756 0.13303 0.38723 -0.5343 0.7713 -1.0713
O -0.53263 -1.20103 -1.03817 -0.6846 0.5639 -0.4822
C -4.74039 -1.04193 5.51547 2.5873 -1.3016 -1.2252
F -4.47394 -0.06786 4.66285 -0.0660 1.2754 0.0176
F -4.24514 -0.73591 6.73792 -1.5264 0.0970 -0.6411
F -6.02559 -1.29393 5.41319 -0.0163 -0.1863 1.1504
S -3.57192 -2.42767 4.89464 -1.0630 -5.4332 0.0446
O -4.02648 -3.02772 3.62341 -0.6185 1.5226 0.9942
O -2.27336 -1.86688 4.74455 1.8681 2.1461 0.1361
O -3.53819 -3.48626 5.94209 -0.7151 1.9076 -0.6511
Cl 2.36354 2.31848 -8.92873 -0.1416 -0.0512 0.9098
C 2.71699 2.53007 -7.14567 1.3368 1.4393 -0.7363
C 3.24288 3.99312 -6.92186 -0.2663 -0.3638 -0.3700
Cl 1.94198 5.17039 -7.31082 0.1019 -0.0728 0.4552
H 3.53981 1.83815 -6.96593 -0.2159 -0.0130 0.2407
H 1.85015 2.31638 -6.52035 0.0313 0.0172 -0.3522
H 4.06709 4.33436 -7.54824 -0.1215 -0.7725 -0.4743
H 3.65817 4.16551 -5.92893 -0.7370 -0.1967 0.3500
Cl 1.45138 2.64950 6.27136 -0.3124 -0.3596 -0.1282
C 1.74197 3.76737 7.58370 0.7286 1.2467 1.6856
C 2.47121 3.15106 8.82175 -0.6918 -0.3529 -1.2795
Cl 3.97592 2.37784 8.28204 0.3520 -0.0948 0.1665
H 0.82803 4.22944 7.95693 -0.3723 -0.4697 -0.2136
H 2.28755 4.61582 7.17070 0.3454 -0.2683 -0.0051
H 1.82797 2.36654 9.22034 0.1408 0.0191 0.0988
H 2.72508 3.84933 9.61928 -0.1997 0.2209 -0.3716
Cl -4.22404 -1.98476 -5.86802 0.0936 -0.1700 0.3410
C -5.74191 -1.06802 -5.71052 0.3518 0.7762 -1.2792
C -6.89024 -1.87853 -5.18117 -0.1008 0.1051 0.1533
Cl -6.63869 -2.21772 -3.44750 -0.0638 -0.1382 0.2680
H -5.89574 -0.70539 -6.72686 -0.5992 -0.4600 -0.1853
H -5.53196 -0.11380 -5.22731 -0.0810 -0.4557 0.8294
H -7.02462 -2.84030 -5.67618 0.2770 0.1599 -0.0734
H -7.83293 -1.33656 -5.25676 0.1524 0.1341 -0.0056
Cl 2.43768 -6.92189 -7.70738 0.1667 -0.9418 0.6716
C 2.49907 -5.17019 -7.89514 -0.2486 0.0487 -0.6292
C 2.80026 -4.36941 -6.62751 -0.5748 -0.6998 -0.9102
Cl 4.47728 -4.33429 -6.16268 1.0405 -0.1759 0.1191
H 1.48350 -4.96624 -8.23444 0.1374 0.5506 0.0444
H 3.17807 -5.08844 -8.74390 0.0889 0.8175 0.3223
H 2.26640 -4.88207 -5.82734 -0.2180 0.6058 0.0944
H 2.52800 -3.32970 -6.80906 -0.3881 -0.1921 0.2912
Cl 8.53233 -3.68373 2.62436 0.7004 0.2988 -0.3655
C 9.04055 -1.96754 2.76196 -0.0814 0.0545 -0.4270
C 8.27646 -1.39751 3.89094 -1.2478 0.8981 0.4208
Cl 6.45989 -1.22690 3.43299 1.2184 -0.1237 0.4785
H 8.87841 -1.42824 1.82871 -0.4383 -0.3082 -0.0442
H 10.09797 -1.78841 2.95659 0.1775 -0.8308 0.2238
H 8.59851 -0.38587 4.13783 -0.1100 -0.0129 -0.1208
H 8.35584 -2.01864 4.78312 -0.3158 0.0313 -0.1536
Cl -10.00170 4.01955 0.77197 0.9065 0.9410 0.8266
C -9.05822 5.17223 1.88820 -0.9596 -0.6500 0.7420
C -7.60692 5.23852 1.56877 0.4364 0.2944 -0.2039
Cl -6.83841 6.34355 2.81794 -0.3620 -0.3605 -0.8234
H -9.13060 4.80901 2.91335 -0.4989 -0.2552 -0.1757
H -9.53178 6.15363 1.86209 -0.0109 -0.1905 -0.3374
H -7.52353 5.63848 0.55824 0.6933 0.1061 0.2024
H -7.08639 4.28873 1.69145 -0.2000 0.1111 -0.2308
C 1.20364 8.51796 0.07751 -0.0700 0.2108 -0.4696
Cl 1.74247 9.28577 -1.46111 0.2212 -0.5200 0.6752
Cl 0.82612 9.82597 1.24078 0.5463 -0.7542 -0.0517
Cl 2.34623 7.19870 0.66894 -1.1744 1.5440 -0.4983
H 0.22801 8.11095 -0.18820 0.4774 -0.4890 0.3438
```
Forces are in eV/Å.

Its total charge is 0. The highest occupied orbital energy comes out at -8.797 eV. As for the frontier orbital gap: 2.53 eV. The value obtained for the LUMO energy is -6.27 eV.